1.
{"formula": "C5H3ClFO13V", "method": "wB97M-V/def2-TZVPD", "symbols": ["V", "C", "O", "O", "O", "C", "O", "O", "O", "Cl", "O", "O", "O", "O", "C", "C", "O", "C", "O", "O", "F", "H", "H", "H"], "coordinates": [[-1.249, -0.298, -1.293], [-2.587, -2.538, -0.651], [-2.988, -1.410, -0.643], [-3.436, -3.383, -0.905], [-1.439, -2.744, -0.903], [0.145, -0.739, -3.531], [0.677, -1.040, -4.609], [0.633, -0.945, -2.385], [-1.022, -0.427, -3.541], [-1.030, 2.776, -1.762], [-2.222, 2.028, -1.696], [-0.082, 1.870, -1.130], [-0.741, 2.940, -3.181], [-1.216, 4.004, -1.101], [2.632, -0.064, 2.566], [1.667, 0.080, 3.714], [0.457, -0.406, 3.068], [0.486, -0.189, 1.724], [-0.430, -0.268, 0.937], [1.751, 0.066, 1.406], [1.666, 1.400, 4.088], [3.158, -1.002, 2.742], [3.253, 0.831, 2.512], [1.918, -0.544, 4.572]], "lowdin_charge": [1.015, -1.105, 0.022, 0.178, 0.117, -1.113, -0.105, -0.154, -0.094, 0.632, -0.386, -0.392, -0.330, -0.342, -0.035, -0.274, 0.119, -0.490, 0.140, 0.110, 0.049, 0.137, 0.142, 0.160], "s_squared": 6.01, "charge": -2, "spin_multiplicity": 5, "orbital_gap_ev": [3.6, 3.7], "homo_ev": [0.243, 0.069]}

=====

2.
{"formula": "C5H3ClOS", "method": "wB97M-V/def2-TZVPD", "symbols": ["C", "C", "C", "C", "C", "H", "H", "H", "O", "S", "Cl"], "coordinates": [[-0.901, -0.137, 0.820], [-0.580, -1.034, -0.269], [0.613, -0.907, -0.994], [1.332, 0.276, -0.666], [-0.249, 1.168, 0.998], [-1.378, -1.887, -0.395], [1.009, -1.619, -1.536], [2.132, 0.469, -1.397], [1.086, 1.126, 0.292], [-0.679, 2.793, 1.556], [-2.386, -0.248, 1.591]], "lowdin_charge": [-0.715, -0.056, -0.040, -0.104, -0.650, 0.147, 0.049, 0.139, -0.046, 0.563, 0.714], "charge": 0, "spin_multiplicity": 1, "smiles": "S=c1occcc1Cl", "orbital_gap_ev": 7.2, "homo_ev": -8.260}

=====

3.
{"formula": "C5H3ErN5O4", "method": "wB97M-V/def2-TZVPD", "symbols": ["O", "C", "Er", "O", "C", "C", "O", "C", "O", "N", "N", "N", "C", "N", "N", "H", "H", "H"], "coordinates": [[0.886, -0.313, -3.787], [0.165, -0.436, -2.892], [-0.950, -1.109, -0.930], [-3.046, -3.835, -2.788], [-2.514, -2.945, -2.313], [-1.896, 1.312, -1.533], [-2.252, 2.389, -1.749], [-2.580, -0.638, 0.680], [-3.294, -0.632, 1.589], [2.355, 0.402, 3.110], [1.767, 0.562, 1.883], [2.217, 1.461, 0.987], [1.375, 1.243, -0.031], [0.495, 0.245, 0.184], [0.716, -0.188, 1.484], [1.981, -0.289, 3.741], [3.152, 0.979, 3.340], [1.425, 1.793, -0.973]], "lowdin_charge": [0.266, 0.003, 1.463, 0.211, 0.051, 0.032, 0.229, 0.002, 0.265, 0.235, -0.176, 0.219, -0.135, -0.206, 0.086, 0.150, 0.160, 0.146], "s_squared": 3.75, "charge": 3, "spin_multiplicity": 4, "orbital_gap_ev": [6.2, 6.4], "homo_ev": [-20.394, -20.403]}

=====

4.
{"formula": "C5H3F2N", "method": "wB97M-V/def2-TZVPD", "symbols": ["C", "C", "C", "C", "C", "H", "H", "H", "N", "F", "F"], "coordinates": [[0.612, -0.057, -0.553], [-0.423, -1.179, -0.607], [-1.508, -1.231, 0.240], [0.510, 1.078, 0.203], [1.471, 2.226, 0.344], [-0.256, -2.038, -1.275], [-1.732, -0.800, 1.213], [-2.222, -2.025, 0.066], [2.223, 3.178, 0.479], [1.877, -0.258, -1.163], [-0.553, 1.104, 1.053]], "lowdin_charge": [-0.136, -0.055, 0.043, -0.201, -0.080, 0.110, 0.067, 0.055, 0.145, 0.015, 0.037], "charge": 0, "spin_multiplicity": 1, "smiles": "C=C/C(F)=C(\\F)C#N", "orbital_gap_ev": 9.0, "homo_ev": -9.727}

=====

5.
{"formula": "C5H3FN2", "method": "wB97M-V/def2-TZVPD", "symbols": ["C", "C", "C", "C", "C", "N", "N", "F", "H", "H", "H"], "coordinates": [[-2.407, -1.130, -0.523], [1.053, 0.988, 0.457], [1.132, -0.290, 0.089], [-1.173, -0.643, -0.167], [0.179, 2.032, 0.103], [-3.504, -1.432, -0.756], [0.041, -1.050, -0.362], [0.280, 3.067, 0.962], [2.081, 1.266, 0.928], [1.942, -0.979, 0.105], [0.375, -1.828, -0.835]], "lowdin_charge": [-0.250, -0.146, -0.099, -0.031, -0.016, 0.148, 0.020, -0.014, 0.149, 0.116, 0.124], "charge": 0, "spin_multiplicity": 1, "orbital_gap_ev": [7.1, 7.1], "homo_ev": [-8.767, -8.768]}

=====

6.
{"formula": "C5H3N", "method": "wB97M-V/def2-TZVPD", "symbols": ["C", "C", "C", "C", "C", "N", "H", "H", "H"], "coordinates": [[-0.508, -0.953, 0.236], [-1.786, -1.207, 0.040], [-2.932, -0.537, -0.302], [-0.208, 0.477, -0.238], [-1.633, 0.867, -0.102], [-2.754, 0.839, 0.332], [0.317, -1.570, 0.878], [0.290, 1.034, 0.562], [0.282, 0.570, -1.215]], "lowdin_charge": [-0.163, -0.107, -0.050, -0.105, -0.068, 0.105, 0.146, 0.123, 0.118], "charge": 0, "spin_multiplicity": 1, "orbital_gap_ev": [7.3, 7.3], "homo_ev": [-8.198, -8.198]}

=====

7.
{"formula": "C5H3N3", "method": "wB97M-V/def2-TZVPD", "symbols": ["C", "C", "C", "C", "C", "H", "H", "H", "N", "N", "N"], "coordinates": [[-0.284, 0.304, 1.021], [-1.112, 1.578, -0.389], [0.092, -0.114, -0.414], [1.027, -1.207, -0.825], [1.484, -2.112, -1.558], [-0.511, -0.049, 2.854], [-1.792, 2.388, -0.600], [2.343, -2.775, -1.995], [0.111, -0.307, 2.102], [-0.865, 1.562, 1.050], [-0.492, 0.734, -1.245]], "lowdin_charge": [-0.453, -0.121, -0.192, -0.028, 0.119, 0.054, 0.102, 0.090, 0.190, 0.112, 0.126], "charge": 0, "spin_multiplicity": 1, "smiles": "[H]/N=C1\\N=CN=C1C#C", "orbital_gap_ev": 7.5, "homo_ev": -9.628}

=====

8.
{"formula": "C5H3N3O2", "method": "wB97M-V/def2-TZVPD", "symbols": ["C", "C", "C", "N", "C", "N", "O", "C", "N", "H", "O", "H", "H"], "coordinates": [[1.731, -2.178, 2.914], [1.115, -1.592, 2.056], [0.384, -0.922, 1.038], [0.387, 0.336, 0.714], [-0.499, 0.372, -0.322], [-0.965, -0.800, -0.656], [-0.408, -1.654, 0.243], [-0.869, 1.631, -1.063], [-0.698, 1.579, -2.389], [2.280, -2.696, 3.683], [-1.116, 2.660, -0.450], [-1.266, 0.981, -2.974], [-0.075, 2.283, -2.793]], "lowdin_charge": [0.166, -0.013, -0.360, 0.226, -0.264, 0.139, 0.046, -0.477, 0.144, 0.049, 0.106, 0.113, 0.126], "charge": 0, "spin_multiplicity": 1, "smiles": "C#Cc1nc(C(N)=O)no1", "orbital_gap_ev": 10.2, "homo_ev": -10.194}

=====

9.
{"formula": "C5H3N3OS", "method": "wB97M-V/def2-TZVPD", "symbols": ["C", "C", "C", "C", "C", "N", "N", "N", "O", "S", "H", "H", "H"], "coordinates": [[-2.390, -2.422, 0.053], [1.401, -0.083, 0.339], [0.977, 1.222, 0.480], [-0.693, -0.476, -0.136], [-2.032, -1.152, -0.365], [-2.700, -3.490, 0.299], [0.473, -1.060, -0.015], [-2.392, -1.256, -2.139], [-2.352, -2.314, -2.673], [-0.720, 1.271, 0.152], [2.459, -0.433, 0.348], [1.423, 2.170, 0.889], [-2.754, -0.480, -0.084]], "lowdin_charge": [-0.260, -0.243, -0.395, -0.559, -0.228, 0.190, 0.061, 0.084, 0.053, 1.018, 0.116, 0.084, 0.078], "charge": 0, "spin_multiplicity": 1, "smiles": "N#C[C@H](N=O)c1nccs1", "orbital_gap_ev": 8.2, "homo_ev": -9.158}

=====

10.
{"formula": "C5H3NO", "method": "wB97M-V/def2-TZVPD", "symbols": ["C", "C", "C", "C", "C", "H", "H", "H", "N", "O"], "coordinates": [[1.401, 1.879, 1.545], [0.785, 0.992, 0.949], [0.033, 0.101, 0.183], [-0.022, -1.301, 0.215], [-1.182, -0.529, -1.430], [1.881, 2.775, 1.934], [0.312, -2.130, 0.902], [-1.812, -0.721, -2.363], [-0.636, 0.550, -1.040], [-0.761, -1.615, -0.895]], "lowdin_charge": [0.132, -0.097, -0.270, -0.002, -0.288, 0.037, 0.151, 0.166, 0.154, 0.018], "charge": 0, "spin_multiplicity": 1, "smiles": "C#Cc1cocn1", "orbital_gap_ev": 10.0, "homo_ev": -9.084}

=====

11.
{"formula": "C5H3NO", "method": "wB97M-V/def2-TZVPD", "symbols": ["C", "C", "C", "C", "C", "N", "O", "H", "H", "H"], "coordinates": [[-1.051, 0.200, -0.695], [0.649, 1.165, 0.734], [-0.720, -1.076, 0.026], [-0.282, 1.149, -0.202], [1.256, -0.079, 0.208], [0.408, -1.201, 0.577], [2.007, -0.163, -0.703], [-1.674, 0.209, -1.565], [0.804, 1.708, 1.638], [-1.396, -1.913, -0.017]], "lowdin_charge": [-0.046, 0.055, -0.135, 0.013, -0.497, 0.142, 0.147, 0.095, 0.113, 0.112], "charge": 0, "spin_multiplicity": 1, "orbital_gap_ev": [8.2, 8.2], "homo_ev": [-9.409, -9.408]}

=====

12.
{"formula": "C5H3NO2", "method": "wB97M-V/def2-TZVPD", "symbols": ["C", "C", "C", "C", "C", "H", "H", "H", "N", "O", "O"], "coordinates": [[0.237, 1.066, -1.034], [0.658, -0.711, 0.034], [0.182, -1.732, 0.772], [-1.267, 0.058, 1.111], [-0.423, 0.407, 0.111], [2.402, 0.154, -1.406], [0.661, -2.653, 1.174], [-2.284, 0.269, 1.587], [1.302, 0.140, -1.045], [0.172, 2.088, -1.608], [-0.950, -1.248, 1.607]], "lowdin_charge": [-0.475, -0.100, -0.020, -0.018, -0.045, 0.229, 0.121, 0.153, 0.104, 0.138, -0.088], "charge": 0, "spin_multiplicity": 1, "smiles": "O=C1Nc2cocc21", "orbital_gap_ev": 9.7, "homo_ev": -9.289}

=====

Here are the calculated relative energy (zero: lowest compared OMol25 entry of this formula, charge and spin) numbers, same order: 21.7; 47.2; 2.3; 69.0; 121.8; 134.9; 99.0; 73.2; 69.9; 48.1; 80.1; 72.4 (kcal/mol).
Here are the calculated energy numbers, same order: -72770.52348; -30635.70041; -48460.49994; -12155.35281; -10924.30982; -6714.87368; -9698.52601; -13795.31756; -22582.47836; -8767.91915; -8766.53356; -10814.27390 (eV).